The following is a DFT calculation (the ωB97M-V functional and the def2-TZVPD basis) of 2 unconnected molecules or ions with the total composition C4H11OP at a distorted geometry.

Values from the calculation:
**HOMO energy**: -9.587 eV
**Structure (SMILES)**: C=CCC.OP
**Orbital gap**: 0.3810 Eh
**Molecular weight**: 106.10 g/mol
**ΔE to the lowest compared entry with this formula, charge and spin**: 244.9 kJ/mol

Each atom is followed by the atoms it is bonded to, with distances in Å.
CARTESIAN COORDINATES (ANGSTROEM)
1 C -0.034 1.094 1.003  C2 1.569, H7 1.084, H8 1.190, H9 1.135
2 C -1.297 0.232 0.649  C1 1.569, C3 1.562, H10 1.180, H11 1.135
3 C -1.265 -0.399 -0.779  C2 1.562, C4 1.319, H13 1.059
4 C -0.206 -0.379 -1.565  C3 1.319, H14 1.077, H15 1.116
5 O 3.387 -0.956 -0.069  P6 1.607, H12 0.973
6 P 3.591 0.600 0.280  O5 1.607, H16 1.428, H17 1.447
7 H -0.208 1.328 2.046  C1 1.084
8 H 0.951 0.432 0.914  C1 1.190
9 H -0.165 1.862 0.178  C1 1.135
10 H -2.111 1.073 0.495  C2 1.180
11 H -1.588 -0.543 1.425  C2 1.135
12 H 2.567 -1.082 -0.578  O5 0.973
13 H -2.181 -0.911 -0.921  C3 1.059
14 H -0.202 -0.888 -2.514  C4 1.077
15 H 0.710 0.215 -1.334  C4 1.116
16 H 4.946 0.816 0.675  P6 1.428
17 H 3.568 0.438 1.718  P6 1.447